1.
The following is a DFT calculation (wB97M-V/def2-TZVPD) of 2 unconnected molecules or ions with the total composition C15H25Cl4N2O.

The geometry in XYZ format:
```
47
Properties=species:S:1:pos:R:3:forces:R:3
C -0.207068 -3.817940 -0.980520 -0.94 0.48 1.09
C -1.227861 -2.653965 -0.705918 -1.00 1.30 0.31
C -2.348500 -2.357475 -1.595185 -0.21 1.22 1.34
C -3.329311 -1.296071 -1.312416 2.50 -1.12 1.48
C -3.212443 -0.453295 -0.092701 0.75 -1.73 -0.92
C -4.329074 0.616712 0.139553 -0.07 0.76 -1.24
C -3.928271 1.865509 1.006259 -0.72 -1.10 1.49
C -4.766698 1.200939 -1.297843 1.03 -0.15 0.46
C -2.078044 -0.758701 0.771504 -0.04 -1.90 -1.37
O -1.884335 -0.041189 1.985207 1.42 0.89 -1.00
C -0.972702 1.024426 1.700694 -2.66 0.40 -0.50
N 0.470011 0.588169 1.719916 0.50 1.70 -0.51
C 1.084650 0.900200 0.371853 1.86 0.38 -1.61
C 2.627341 0.582515 0.365969 -0.35 -0.97 -0.15
C 3.253569 0.483454 -1.069999 0.78 -0.24 -0.13
N 3.166462 1.738801 -1.849519 -0.24 -0.47 -0.03
C -1.091098 -1.827066 0.493478 -1.91 0.23 -1.80
H 0.748525 -3.400703 -1.380279 -0.77 -0.55 0.15
H -0.653090 -4.622111 -1.622730 0.55 0.98 0.36
H -0.022060 -4.290328 0.028469 0.10 0.40 -1.12
H -2.478375 -2.954734 -2.530678 0.13 0.55 1.00
H -4.151906 -1.200360 -2.050286 0.66 0.19 0.85
H -5.250268 0.109070 0.543737 1.09 0.52 0.04
H -3.791139 1.513855 2.072351 -0.02 0.52 -1.04
H -4.813473 2.558565 1.047300 1.13 -0.44 -0.28
H -2.980632 2.372334 0.702098 -1.05 -0.23 -0.15
H -5.115764 2.260678 -1.194520 -0.04 -1.12 -0.06
H -5.530494 0.548109 -1.795662 0.77 0.80 0.32
H -3.805805 1.252269 -1.891160 -1.24 -0.08 0.22
H -1.178904 1.915434 2.359795 0.59 -1.27 -0.14
H -1.213626 1.379719 0.658483 0.70 -0.38 1.02
H 0.622415 -0.386430 2.002957 -0.33 0.19 -0.16
H 0.977184 1.204854 2.376454 -0.20 -0.62 -0.01
H 0.572803 0.338862 -0.450190 0.17 0.16 1.07
H 0.979159 1.993646 0.119295 -0.29 -1.03 0.73
H 3.221472 1.315895 0.970100 -0.63 -0.53 -0.46
H 2.742728 -0.447645 0.826122 0.09 1.05 -0.36
H 4.352793 0.283907 -0.913554 -1.16 0.14 -0.06
H 2.876148 -0.388483 -1.676944 0.00 0.55 0.93
H 2.234990 1.825043 -2.263393 0.29 0.04 0.14
H 3.795670 1.656433 -2.656333 -0.23 0.16 0.48
H -0.241251 -2.066372 1.177785 -1.00 0.29 -0.39
C 7.377675 0.286907 1.178109 0.28 0.01 -0.02
Cl 5.992748 -0.452893 2.010328 0.04 0.03 -0.05
Cl 8.356480 1.185658 2.346586 -0.18 -0.12 -0.15
Cl 8.361868 -0.980477 0.430993 -0.18 0.15 0.10
Cl 6.787501 1.394276 -0.075563 0.03 -0.04 0.12
```
Positions in Å, forces in eV/Å.

The total charge is +1. The calculation puts the max |F| at 3.1 eV Å⁻¹. Its orbital gap is 0.3282 Ha. Its spin multiplicity is 1.

2.
The following is a DFT calculation (wB97M-V/def2-TZVPD) of a molecular structure, C23H34GeIrN2Si2.

The geometry in XYZ format:
```
63
Properties=species:S:1:pos:R:3:forces:R:3
Ir -0.116228 -0.170234 0.097674 0.11 -0.42 0.50
N 2.135686 -0.125099 -0.183400 0.09 0.00 0.07
C 2.610615 1.242194 -0.118692 -0.02 -0.06 -0.05
C 3.975086 1.534958 -0.089453 0.03 0.04 0.03
C 4.390399 2.853740 -0.006613 -0.03 -0.03 -0.01
C 3.447524 3.871710 0.042740 0.01 0.03 0.01
C 2.066236 3.603708 0.002524 -0.04 -0.02 -0.01
C 1.073932 4.607945 0.068994 0.02 -0.02 -0.01
C -0.278105 4.230130 0.038065 0.02 0.00 0.00
C -0.617925 2.909537 -0.069500 0.13 0.05 -0.03
N 0.300947 1.902629 -0.146883 0.07 0.15 -0.12
C 1.639003 2.240866 -0.095567 -0.07 0.10 0.01
H 2.568101 -0.696199 0.532887 0.03 0.01 0.01
H 2.351865 -0.554466 -1.077773 -0.06 -0.03 -0.02
H 4.694254 0.724047 -0.120595 -0.01 0.00 0.00
H 5.447348 3.088546 0.023732 0.00 0.00 0.01
H 3.765151 4.905081 0.125117 0.00 0.00 -0.01
H 1.369749 5.646082 0.154058 0.00 -0.01 0.00
H -1.067585 4.967854 0.098089 0.00 0.00 0.00
H -1.646699 2.603965 -0.097644 -0.10 -0.06 0.00
C -3.458371 1.093973 -0.717184 -0.02 0.05 -0.06
Si -2.455825 -0.223744 0.235496 0.19 0.08 0.11
C -3.334404 -1.798145 -0.326658 -0.04 -0.13 -0.03
C -3.010536 -0.023410 2.047561 -0.15 0.03 0.04
C -4.364486 0.067965 2.398798 0.05 0.01 0.04
C -4.761899 0.203819 3.720326 0.05 -0.01 -0.01
C -3.799523 0.247769 4.725629 0.00 0.00 -0.04
C -2.456697 0.156898 4.392193 -0.03 0.00 -0.04
C -2.041619 0.024056 3.060304 -0.05 -0.02 0.14
Si -0.206281 -0.050233 2.568876 -0.24 0.16 -0.20
C 0.570053 -1.291752 3.774115 0.11 -0.10 -0.02
C 0.518124 1.605782 3.142237 0.06 0.08 0.02
H -4.436986 0.670209 -0.963830 -0.01 0.04 0.00
H -2.978224 1.389462 -1.653767 0.00 -0.02 0.02
H -3.632241 1.993990 -0.123448 -0.01 0.02 -0.02
H -4.409107 -1.707527 -0.134548 0.01 -0.03 -0.01
H -2.965629 -2.674767 0.205453 -0.01 -0.02 0.01
H -3.188838 -1.971626 -1.397424 0.00 0.00 0.03
H -5.125481 0.033398 1.623151 0.01 0.01 0.00
H -5.814898 0.274237 3.970740 0.01 0.00 0.00
H -4.099396 0.354991 5.762506 0.00 0.00 -0.01
H -1.716518 0.195846 5.187337 0.00 0.00 -0.01
H 0.441719 -0.918464 4.796102 0.02 -0.03 0.00
H 1.643548 -1.410974 3.596585 -0.02 0.00 0.02
H 0.109540 -2.278175 3.711955 0.00 0.01 0.01
H 0.381535 1.723287 4.223686 0.01 0.03 -0.02
H 0.025424 2.440821 2.637978 0.01 -0.01 0.02
H 1.588086 1.674996 2.920825 -0.02 0.00 0.02
C -1.491764 -4.907863 -0.556452 -0.10 -0.02 -0.01
Ge 0.054015 -3.697868 -0.445180 0.09 0.06 0.03
C 1.356918 -4.451652 -1.716253 0.07 -0.06 -0.04
C 0.785807 -3.962793 1.347194 0.02 0.03 0.10
C -0.220426 -1.866292 -0.947425 -0.20 0.17 -0.49
H -1.121666 -5.935891 -0.530095 -0.03 0.00 -0.01
H -2.057357 -4.758413 -1.476892 0.01 -0.01 0.01
H -2.166282 -4.761184 0.287212 0.00 -0.02 -0.02
H 1.455321 -5.528057 -1.554340 0.03 0.01 -0.03
H 2.337219 -3.989260 -1.586960 0.00 -0.01 -0.01
H 1.033836 -4.282886 -2.745139 0.00 0.00 0.01
H 1.195982 -4.972054 1.427721 0.00 0.01 0.02
H -0.001208 -3.849137 2.093050 0.02 0.00 0.01
H 1.570916 -3.241165 1.576898 -0.01 -0.02 0.00
H -0.379037 -1.809263 -2.031993 0.03 -0.01 -0.01
```
Positions in Å, forces in eV/Å.

The value obtained for the energy relative to the best compared isomer or geometry (same formula, charge and spin) is 0.0 kJ/mol. The total charge is -1. The calculation puts the max |F| at 0.7 eV Å⁻¹. Its orbital gap (alpha / beta) is 0.1714 / 0.2824 Ha. Its spin multiplicity is 5. The expectation value of S² is 6.034.

3.
The following is a DFT calculation (wB97M-V/def2-TZVPD) of 2 unconnected molecules or ions with the total composition C32H37BO3S.

The geometry in XYZ format:
```
74
Properties=species:S:1:pos:R:3:forces:R:3
C 0.949455 -4.885360 -4.363494 0.05 -0.32 -0.38
C 0.332366 -3.963245 -3.359438 -0.21 0.20 0.10
C -0.251155 -2.749360 -3.734935 0.09 -0.03 0.35
C -0.705400 -1.842316 -2.771794 0.05 -0.18 0.32
C -0.575721 -2.137578 -1.410008 -0.21 -0.28 -0.34
C -0.781180 -1.110714 -0.294774 -0.30 -1.93 0.50
B 0.683431 -1.373438 0.296449 -0.78 2.14 -0.95
O 1.158103 -1.937915 1.437048 0.31 0.38 -0.29
C 2.521090 -1.416118 1.561815 0.20 -0.08 -0.04
C 2.474697 -0.275312 2.571943 -0.23 0.20 0.09
C 3.368393 -2.539978 2.124488 0.28 -0.29 -0.15
C 2.886152 -0.935388 0.082983 0.01 0.02 -0.26
C 3.554552 0.423558 -0.044542 0.28 0.25 0.22
C 3.610422 -1.979710 -0.774401 0.14 -0.14 0.13
O 1.599412 -0.735525 -0.515405 0.18 -0.56 0.88
C -1.858429 -1.490351 0.705294 -0.71 -0.06 0.18
C -2.309589 -0.523316 1.618364 0.08 -0.26 0.11
C -3.149363 -0.869475 2.679843 -0.02 -0.28 -0.04
C -3.537216 -2.204607 2.871148 0.19 0.11 -0.19
C -3.154528 -3.164981 1.929924 -0.15 0.43 -0.06
C -2.391970 -2.787738 0.820728 0.18 -0.02 0.20
C -0.076684 -3.409560 -1.044767 -0.26 -0.24 -0.41
C 0.346694 -4.316811 -2.009002 -0.15 0.58 -0.01
H 1.876648 -5.317022 -3.966509 -0.16 0.10 -0.13
H 0.286961 -5.725247 -4.613615 0.09 0.16 0.04
H 1.183533 -4.357700 -5.294588 -0.02 -0.12 0.15
H -0.327726 -2.504385 -4.792103 0.05 0.02 0.14
H -1.150915 -0.886169 -3.061497 0.24 -0.29 0.02
H -0.911649 -0.091418 -0.667941 0.18 -0.16 0.03
H 3.480181 0.119794 2.741980 -0.12 0.07 -0.07
H 1.804694 0.540222 2.254332 0.28 -0.26 0.01
H 2.103197 -0.655916 3.532047 0.03 0.02 -0.25
H 4.419189 -2.237016 2.197137 -0.12 -0.03 -0.04
H 3.022214 -2.789546 3.135108 0.02 0.04 -0.25
H 3.307833 -3.442925 1.500275 0.01 0.29 0.19
H 4.518626 0.448282 0.474734 -0.08 0.11 -0.04
H 3.726365 0.642837 -1.108266 -0.03 -0.17 0.28
H 2.893214 1.218908 0.333737 0.31 -0.29 0.01
H 4.644172 -2.138632 -0.441047 -0.20 0.00 0.02
H 3.082398 -2.944036 -0.773143 0.10 0.26 0.05
H 3.648955 -1.623396 -1.812473 -0.10 -0.03 0.28
H -1.974307 0.509478 1.498461 -0.09 -0.25 0.07
H -3.492082 -0.100998 3.378890 0.16 -0.24 -0.23
H -4.133625 -2.495236 3.737805 0.14 0.15 -0.26
H -3.457522 -4.210576 2.044902 0.02 0.42 -0.07
H -2.186529 -3.543715 0.060311 0.01 0.31 0.33
H -0.047897 -3.728267 0.001671 0.13 0.32 -0.32
H 0.709906 -5.296143 -1.712602 0.07 0.10 0.00
C -6.155334 3.326984 0.820750 0.43 -0.39 -0.45
O -5.368995 2.771604 -0.257331 -0.03 0.27 0.60
C -4.016258 2.815668 -0.101481 0.47 0.31 0.15
C -3.255498 2.696156 -1.288644 -1.10 0.06 0.92
C -1.913780 2.960165 -1.256039 0.67 -0.16 0.51
C -1.258133 3.245177 -0.035700 -1.47 -0.24 0.12
C 0.132687 3.592374 0.008816 1.99 0.81 0.90
C 0.944835 3.658946 1.143138 -0.29 -0.12 -1.19
C 2.213897 4.245885 0.887129 -0.17 0.63 -0.98
C 2.341713 4.734228 -0.404542 -0.47 -0.99 1.18
C 3.537223 5.406945 -0.955924 0.37 -0.01 -0.33
S 0.964177 4.317479 -1.362871 -0.16 -0.11 0.99
C -2.016245 3.265600 1.162769 0.66 0.03 -0.89
C -3.380725 3.062460 1.139928 -0.73 -0.28 -0.75
H -7.120634 3.537875 0.358327 0.05 -0.05 0.30
H -6.242153 2.580220 1.624278 -0.13 0.31 -0.14
H -5.701223 4.255371 1.212945 -0.20 -0.38 -0.24
H -3.790695 2.434708 -2.196331 0.15 0.17 0.03
H -1.356836 2.933014 -2.191651 0.05 -0.02 0.24
H 0.633404 3.337209 2.130706 0.01 -0.11 -0.20
H 3.014779 4.350998 1.614607 -0.23 0.05 -0.04
H 4.077985 5.885680 -0.134190 0.00 -0.01 -0.21
H 4.192393 4.652043 -1.409767 0.05 0.33 -0.08
H 3.277966 6.165245 -1.705727 0.15 -0.19 0.17
H -1.520482 3.499305 2.104003 -0.16 -0.06 -0.24
H -3.953468 3.102717 2.067756 0.17 0.02 -0.34
```
Positions in Å, forces in eV/Å.

The value obtained for the energy relative to the best compared isomer or geometry (same formula, charge and spin) is 0.0 kJ/mol. The total charge is 0. The calculation puts the max |F| at 2.5 eV Å⁻¹. The SMILES is Cc1ccc([C@H](B2OC(C)(C)C(C)(C)O2)c2ccccc2)cc1.COc1ccc(-c2ccc(C)s2)cc1. Its orbital gap is 0.2932 Ha. Its spin multiplicity is 1.

4.
The following is a DFT calculation (wB97M-V/def2-TZVPD) of a molecular structure, C4H12N2O2.

The geometry in XYZ format:
```
20
Properties=species:S:1:pos:R:3:forces:R:3
C 0.189684 0.498360 -0.611132 2.52 0.81 1.56
C -2.753132 0.287609 -0.783785 -0.14 0.21 0.18
C 2.651971 -0.202411 0.908590 0.26 0.11 -0.08
C -0.062996 -1.528464 0.726884 0.11 -0.03 -0.11
N -0.423917 -0.157009 0.431041 -2.85 -0.66 -2.08
N -0.109887 1.805329 -0.779801 -0.17 -0.44 -0.12
O -1.620936 -0.522175 -0.899546 0.71 0.00 1.46
O 1.579191 0.653722 0.687877 -0.46 0.21 -0.84
H 0.635402 -0.033232 -1.448790 0.02 0.01 0.20
H -0.313247 2.296854 0.079653 0.07 -0.06 -0.05
H 0.454806 2.314492 -1.440925 -0.02 -0.10 0.06
H -3.450030 -0.008795 -1.577030 0.11 -0.04 0.04
H -3.257418 0.163072 0.182196 0.04 -0.02 -0.06
H -2.519392 1.352838 -0.926961 -0.02 -0.13 0.02
H 2.915708 -0.829109 0.041629 -0.03 0.04 0.03
H 3.532237 0.408867 1.154305 0.04 -0.08 -0.13
H 2.521819 -0.870793 1.774608 -0.17 -0.06 -0.06
H -0.985461 -2.063879 0.941230 0.01 0.07 0.00
H 0.463534 -2.038481 -0.085180 0.00 0.11 0.01
H 0.552065 -1.526795 1.625135 -0.01 0.06 -0.05
```
Positions in Å, forces in eV/Å.

The value obtained for the energy relative to the best compared isomer or geometry (same formula, charge and spin) is 630.4 kJ/mol. The total charge is 0. The calculation puts the max |F| at 3.6 eV Å⁻¹. Its orbital gap (alpha / beta) is 0.3283 / 0.3283 Ha. Its spin multiplicity is 1.

5.
The following is a DFT calculation (wB97M-V/def2-TZVPD) of 2 unconnected molecules or ions with the total composition C9H17ClFNOP.

The geometry in XYZ format:
```
31
Properties=species:S:1:pos:R:3:forces:R:3
C 1.844348 1.705490 5.342739 1.06 0.03 0.35
C 1.222336 1.846113 4.338309 -0.56 -0.33 -1.22
C 0.550346 1.876404 3.025548 0.12 0.14 1.25
P 1.054656 0.531029 1.903929 -0.26 0.32 -1.09
F 0.067756 -0.645563 2.124234 0.45 0.28 0.26
Cl 2.894687 -0.171777 2.245298 -1.12 0.34 -0.01
C 0.841334 1.103615 0.188815 0.59 0.29 0.91
C 2.150612 1.884911 -0.201606 -0.02 -1.39 -0.44
C 3.046349 0.947628 -1.085016 0.24 0.59 0.18
H 2.608968 1.629602 6.089189 -0.48 0.01 0.22
H -0.538194 1.773808 3.178813 0.21 -0.13 -0.34
H 0.717061 2.859992 2.560928 0.06 -0.41 -0.27
H 0.632923 0.239814 -0.451328 -0.09 0.26 0.06
H -0.048396 1.753866 0.211468 0.12 -0.33 0.01
H 2.745708 2.102784 0.696694 -0.33 0.49 -0.24
H 1.879682 2.803038 -0.728243 0.11 -0.15 0.25
H 2.624138 -0.056788 -1.199626 0.06 0.26 -0.02
H 4.033175 0.843010 -0.618162 -0.18 -0.05 -0.21
H 3.208158 1.380794 -2.079338 -0.13 -0.19 0.23
C -3.832523 -1.094492 -2.199744 0.00 0.10 0.01
C -2.362092 -0.992811 -1.887285 0.05 0.12 0.00
O -1.835611 0.075655 -1.589884 0.21 -0.08 0.18
N -1.629586 -2.132360 -1.946677 -0.35 0.18 0.03
C -2.082397 -3.473863 -2.278955 0.48 0.08 0.10
H -4.285357 -0.111000 -2.113252 0.11 0.01 0.02
H -3.977510 -1.455093 -3.218547 -0.09 -0.10 0.06
H -4.322556 -1.766063 -1.493820 -0.05 -0.08 -0.13
H -0.655512 -1.998688 -1.729592 0.02 -0.07 -0.07
H -1.874313 -4.136376 -1.438045 -0.12 -0.13 -0.08
H -1.533453 -3.826297 -3.152650 -0.13 -0.14 -0.02
H -3.144737 -3.496382 -2.494195 0.02 0.08 0.02
```
Positions in Å, forces in eV/Å.

The total charge is +1. The calculation puts the max |F| at 1.5 eV Å⁻¹. Its orbital gap is 0.3219 Ha. Its spin multiplicity is 1.